1.
The following is a quantum chemistry calculation of a structure of composition C40H48N6O5PS6Tc, from the Open Molecules 2025 dataset.

For the LUMO energy (alpha / beta), the calculation gives -2.86 / -2.82 eV. For the HOMO energy (alpha / beta), the calculation gives -8.40 / -8.28 eV. Its expectation value of S² is 0.7899. The orbital gap (alpha / beta) is 5.532 / 5.464 eV. Its multiplicity is 2. Its charge is +1.

```
107
Properties=species:S:1:pos:R:3:lowdin_spin:R:1
Tc 0.4225 0.2455 -0.6584 0.713
S 2.0185 0.0163 0.9531 0.012
C 3.4927 0.2984 0.1397 0.048
N 4.6720 -0.1764 0.6250 0.041
C 5.8449 -0.0906 -0.2326 0.003
C 5.8758 1.2527 -0.9328 0.002
N 4.6340 1.4423 -1.6647 0.025
C 4.7319 1.7383 -3.0872 0.002
C 5.1873 0.5340 -3.8824 0.001
C 6.3214 0.5940 -4.6803 0.000
C 6.7381 -0.5182 -5.4027 0.000
C 6.0222 -1.7015 -5.3262 0.000
C 4.8879 -1.7713 -4.5253 0.000
C 4.4725 -0.6618 -3.8076 0.000
C 3.4707 1.0290 -1.0846 0.037
S 1.9620 1.4696 -1.7357 0.008
C 4.8954 -0.3688 2.0558 0.003
C 5.5243 0.8524 2.6849 0.002
C 6.8407 0.8240 3.1260 0.001
C 7.4346 1.9634 3.6555 0.000
C 6.7123 3.1422 3.7432 0.000
C 5.3931 3.1784 3.3061 0.000
C 4.8019 2.0411 2.7809 0.001
H 5.8125 -0.8885 -0.9806 0.001
H 6.7328 -0.2274 0.3824 0.000
H 6.7019 1.2944 -1.6422 0.000
H 6.0070 2.0514 -0.1958 0.000
H 5.4289 2.5671 -3.2240 0.000
H 3.7603 2.0827 -3.4347 0.000
H 6.8848 1.5184 -4.7406 0.000
H 7.6243 -0.4577 -6.0206 0.000
H 6.3460 -2.5692 -5.8854 0.000
H 4.3251 -2.6938 -4.4618 0.000
H 3.5905 -0.7283 -3.1788 0.000
H 5.5487 -1.2338 2.1836 0.000
H 3.9412 -0.6082 2.5213 0.000
H 7.4075 -0.0983 3.0613 0.000
H 8.4602 1.9268 3.9985 0.000
H 7.1718 4.0312 4.1543 0.000
H 4.8227 4.0950 3.3813 0.000
H 3.7711 2.0733 2.4467 0.001
C -8.9668 2.8561 4.0264 0.000
C -7.6453 2.7201 3.3167 0.000
O -7.3866 1.8019 2.5747 0.000
S -6.5226 4.0332 3.7025 0.000
C -5.0614 3.5185 2.8470 -0.001
C -4.9215 3.7484 1.4809 0.000
C -3.7694 3.3512 0.8282 0.003
C -2.7261 2.7238 1.5279 0.013
C -2.8687 2.5332 2.9054 0.003
C -4.0278 2.9214 3.5557 0.000
C -1.5810 2.2295 0.8401 0.063
C -0.6798 1.6350 0.2724 -0.010
H -9.7688 2.6047 3.3348 0.000
H -9.1187 3.8547 4.4307 0.000
H -8.9845 2.1401 4.8494 0.000
H -5.7147 4.2482 0.9387 0.000
H -3.6467 3.5374 -0.2321 0.001
H -2.0638 2.0671 3.4577 0.000
H -4.1328 2.7564 4.6201 0.000
C -0.6717 -5.2358 3.7411 0.000
C -1.7808 -4.6149 2.9532 0.000
C -2.7089 -5.3854 2.2527 0.000
C -3.7256 -4.7214 1.6023 0.000
N -3.8256 -3.3887 1.6085 0.000
C -2.8497 -2.7515 2.2385 0.000
S -2.8709 -0.9657 2.2495 0.000
N -1.8513 -3.2835 2.9242 0.000
H -1.0755 -5.8925 4.5128 0.000
H -0.0656 -4.4638 4.2066 0.000
H -0.0413 -5.8471 3.0932 0.000
H -2.6483 -6.4643 2.2407 0.000
H -4.4978 -5.2618 1.0681 0.000
C -0.6988 2.0166 -4.1660 0.000
P -1.0498 0.3269 -3.6685 0.002
C 0.1645 -0.7306 -4.4537 0.000
C -2.6533 -0.0949 -4.3571 0.000
O -1.1018 0.1524 -2.1700 0.011
H -0.8757 2.1385 -5.2352 0.000
H 0.3382 2.2674 -3.9424 0.000
H -1.3485 2.6921 -3.6091 0.000
H 0.1050 -0.6546 -5.5401 0.000
H -0.0157 -1.7574 -4.1354 0.000
H 1.1597 -0.4363 -4.1175 0.000
H -2.6460 -0.0266 -5.4449 0.000
H -3.4052 0.5873 -3.9601 0.000
H -2.9001 -1.1142 -4.0591 0.000
C 0.7587 -3.8102 -0.1681 0.001
S -0.0536 -2.5202 -1.0551 0.002
O -0.6881 -1.6529 -0.0299 0.002
O -0.9470 -3.1203 -2.0048 -0.001
O 1.0266 -1.6839 -1.6541 0.009
H -0.0062 -4.4267 0.3006 0.000
H 1.4038 -3.3516 0.5781 0.000
H 1.3354 -4.4001 -0.8766 0.000
S -3.3541 -0.5802 0.3078 0.000
C -5.0980 -0.4831 0.4195 0.000
N -5.8687 -1.3719 0.9983 0.000
C -7.2823 -0.9853 0.9254 0.000
C -7.2406 0.2694 0.0200 0.000
N -5.7962 0.4835 -0.1448 0.000
H -5.4603 -2.2203 1.3901 0.000
H -7.6611 -0.7446 1.9170 0.000
H -7.8697 -1.7893 0.4881 0.000
H -7.6860 1.1241 0.5196 0.000
H -7.7128 0.1071 -0.9480 0.000
H -5.3659 1.3169 -0.5075 0.000
```

2.
The following is a quantum chemistry calculation of a structure of composition C40H49BClIrN3O6Se, from the Open Molecules 2025 dataset.

For the LUMO energy (alpha / beta), the calculation gives 0.55 / 0.53 eV. For the HOMO energy (alpha / beta), the calculation gives -5.25 / -5.25 eV. The energy relative to the best compared isomer or geometry (same formula, charge and spin) comes out at 3.4938 eV. The orbital gap (alpha / beta) is 5.797 / 5.776 eV. Its multiplicity is 1. Its charge is -1.

```
102
Properties=species:S:1:pos:R:3:mulliken_charge:R:1
Ir -1.5472 1.1683 0.1308 4.545
C 5.4077 -0.4139 2.9544 -2.172
C 4.2489 -0.6534 3.9256 2.020
C 4.4559 0.2752 5.1354 -1.604
C 4.3027 -2.1158 4.3890 -1.712
C 2.8904 -0.3188 3.3220 -0.538
C 2.7252 0.2622 2.0706 -0.540
C 1.4767 0.6897 1.6649 0.392
Se 1.2134 1.7801 0.0707 0.112
C 1.4326 0.7409 -1.5650 0.725
C 2.7019 0.4828 -2.0507 -0.420
C 2.8827 0.0050 -3.3385 -0.848
C 1.7387 -0.1992 -4.1144 -0.268
C 0.4594 0.0651 -3.6789 -0.750
C 0.2729 0.5694 -2.3567 0.491
O -0.8996 0.9079 -1.9419 -2.358
C -0.7659 -0.0906 -4.5697 2.546
C -1.4582 1.2741 -4.7062 -1.624
C -1.7318 -1.0940 -3.9255 -0.978
C -0.4166 -0.5727 -5.9811 -2.484
C 4.2458 -0.1669 -3.9949 1.995
C 4.3550 0.8800 -5.1162 -1.538
C 5.4040 0.0711 -3.0237 -2.166
C 4.3920 -1.5739 -4.5907 -1.696
C 0.3364 0.5972 2.4978 0.887
O -0.7777 1.1457 2.1651 -1.427
C 0.4908 -0.0783 3.7432 -0.492
C 1.7502 -0.4983 4.1101 -0.292
C -0.7474 -0.2564 4.6095 2.435
C -1.7803 -1.0914 3.8368 -1.374
C -0.4383 -0.9495 5.9405 -2.408
C -1.3443 1.1221 4.9295 -1.645
H 6.3510 -0.6187 3.4586 0.467
H 5.4231 0.6218 2.6249 0.393
H 5.3387 -1.0669 2.0883 0.387
H 5.4161 0.0775 5.6103 0.458
H 3.6721 0.1416 5.8766 0.328
H 4.4375 1.3121 4.8081 0.339
H 5.2798 -2.3350 4.8195 0.475
H 4.1350 -2.7836 3.5478 0.371
H 3.5467 -2.3213 5.1422 0.290
H 3.5594 0.4006 1.3986 0.428
H 3.5403 0.6859 -1.4009 0.385
H 1.8793 -0.5603 -5.1196 0.495
H -1.7830 1.6298 -3.7342 0.122
H -2.3249 1.1919 -5.3586 0.469
H -0.7722 2.0052 -5.1282 0.355
H -1.9778 -0.7622 -2.9227 -0.214
H -1.2783 -2.0810 -3.8538 0.324
H -2.6458 -1.1676 -4.5131 0.516
H 0.2480 0.1347 -6.4731 0.420
H -1.3293 -0.6415 -6.5713 0.465
H 0.0477 -1.5561 -5.9634 0.425
H 4.2611 1.8789 -4.6959 0.332
H 3.5691 0.7506 -5.8558 0.339
H 5.3178 0.8021 -5.6195 0.445
H 5.3598 1.0763 -2.6127 0.387
H 6.3501 -0.0316 -3.5530 0.461
H 5.3919 -0.6497 -2.2104 0.401
H 3.6252 -1.7689 -5.3361 0.289
H 4.3059 -2.3250 -3.8088 0.377
H 5.3660 -1.6778 -5.0691 0.470
H 1.8719 -0.9813 5.0660 0.485
H -1.3728 -2.0649 3.5701 0.249
H -2.0632 -0.5839 2.9174 -0.019
H -2.6709 -1.2390 4.4463 0.500
H -0.0512 -1.9539 5.7852 0.402
H -1.3550 -1.0275 6.5230 0.455
H 0.2784 -0.3663 6.5158 0.412
H -1.6319 1.6256 4.0126 0.176
H -0.6153 1.7406 5.4476 0.308
H -2.2232 1.0149 5.5611 0.496
O -5.6147 5.7321 0.0360 -0.588
C -6.2630 4.6191 -0.1822 0.484
O -7.4586 4.5896 -0.3761 -0.631
C -5.4773 3.3500 -0.1624 -0.214
C -6.0413 2.0853 -0.2857 0.266
Cl -7.6535 1.6659 -0.5929 -0.125
N -5.0572 1.1639 -0.1592 -0.024
N -3.8810 1.7769 0.0151 -0.152
C -4.1000 3.0836 0.0307 -0.083
C -2.9218 4.0162 0.2611 0.966
O -3.1646 5.2295 0.4001 -0.877
O -1.8002 3.4893 0.2955 -0.654
C -5.1478 -0.2439 -0.1427 -0.330
C -4.2143 -0.9919 -0.8454 0.112
C -4.2776 -2.3735 -0.8112 -0.509
C -5.2770 -3.0029 -0.0896 -0.661
C -6.2040 -2.2532 0.6119 -0.803
C -6.1421 -0.8733 0.5962 -0.303
H -4.5907 5.6019 0.2047 0.442
H -3.4464 -0.4910 -1.4133 0.445
H -3.5478 -2.9539 -1.3500 0.479
H -5.3288 -4.0800 -0.0627 0.408
H -6.9834 -2.7446 1.1756 0.382
H -6.8432 -0.2941 1.1717 0.503
B 0.6666 -2.7927 0.2916 0.714
C -0.5026 -1.7909 0.3073 -0.215
N -1.3399 -0.9833 0.2757 -0.830
H 1.6362 -2.0779 0.2624 -0.235
H 0.6418 -3.4779 1.2796 -0.221
H 0.5769 -3.4672 -0.6999 -0.222
```

3.
The following is a quantum chemistry calculation of a structure of composition C40H49CeCl2N2O2P3, from the Open Molecules 2025 dataset.

For the LUMO energy (alpha / beta), the calculation gives -7.20 / -7.20 eV. For the HOMO energy (alpha / beta), the calculation gives -11.94 / -11.94 eV. The orbital gap (alpha / beta) is 4.737 / 4.736 eV. Its multiplicity is 1. Its charge is +2.

```
99
Properties=species:S:1:pos:R:3:mulliken_charge:R:1
P -3.2261 -1.4752 -2.6442 0.543
C -4.3401 -0.5173 -3.7452 0.105
C -4.4954 -0.7605 -5.1200 0.053
H -3.9064 -1.5358 -5.6124 0.343
C -5.4168 -0.0108 -5.8586 -0.628
H -5.5539 -0.2282 -6.9187 0.406
C -6.1556 1.0056 -5.2468 -0.506
H -6.8729 1.5880 -5.8279 0.386
C -5.9702 1.2790 -3.8851 -0.617
H -6.5393 2.0750 -3.4039 0.390
C -5.0604 0.5343 -3.1375 -0.268
H -4.9008 0.7486 -2.0784 0.324
C -2.2763 -2.4845 -3.8496 0.294
C -1.1445 -1.8719 -4.4300 -0.515
H -0.8664 -0.8615 -4.1208 0.520
C -0.4061 -2.5482 -5.3992 -0.638
H 0.4524 -2.0598 -5.8614 0.434
C -0.7664 -3.8460 -5.7824 -0.562
H -0.1881 -4.3708 -6.5452 0.405
C -1.8658 -4.4673 -5.1843 -0.617
H -2.1519 -5.4790 -5.4753 0.415
C -2.6136 -3.7988 -4.2100 -0.239
H -3.4611 -4.2973 -3.7373 0.356
C -4.3756 -2.7143 -1.9228 0.061
C -5.6876 -2.9234 -2.3797 -0.234
H -6.0967 -2.3044 -3.1795 0.341
C -6.4709 -3.9328 -1.8113 -0.608
H -7.4796 -4.1023 -2.1901 0.409
C -5.9669 -4.7175 -0.7705 -0.552
H -6.5802 -5.5069 -0.3324 0.380
C -4.6734 -4.4846 -0.2860 -0.617
H -4.2764 -5.0941 0.5267 0.396
C -3.8865 -3.4748 -0.8383 0.033
H -2.8908 -3.2642 -0.4374 0.078
Ce 0.7929 1.4311 1.2306 0.281
C 2.3607 -0.5371 1.1150 -0.554
C 2.1285 -1.5915 0.3203 0.129
H 3.2637 -0.4573 1.7450 0.234
C 0.8662 -1.6170 -0.5463 0.854
O 0.1395 -2.8003 -0.1482 -0.491
H -0.7030 -2.8488 -0.6320 0.230
C 0.0090 -0.4176 -0.3606 -1.264
H 1.1807 -1.6928 -1.6080 0.256
C -0.8896 0.4439 -0.3805 0.294
Cl 3.0529 2.2391 2.4274 -0.483
Cl -0.2792 3.6316 0.4087 -0.342
P 2.4943 2.3192 -1.0046 0.802
C 3.2716 3.9572 -0.6713 -1.172
H 4.0539 3.8289 0.0881 0.366
H 2.5110 4.6464 -0.2821 0.328
H 3.7018 4.3543 -1.6017 0.431
C 3.9263 1.4607 -1.7355 -1.346
H 3.6031 0.4806 -2.1037 0.304
H 4.6880 1.3072 -0.9632 0.355
H 4.3382 2.0548 -2.5615 0.454
C 1.5453 2.6716 -2.5335 -1.146
H 0.7043 3.3351 -2.2970 0.366
H 1.1450 1.7230 -2.9148 0.258
H 2.2111 3.1346 -3.2744 0.444
P 3.1713 -3.0962 0.2583 1.474
C 4.7970 -2.7673 0.9248 -1.267
C 3.3353 -3.6432 -1.4488 -1.322
H 4.7150 -2.4221 1.9606 0.432
H 5.3142 -2.0100 0.3248 0.392
H 5.3928 -3.6885 0.9076 0.416
H 2.3479 -3.8269 -1.8857 0.375
H 3.9141 -4.5746 -1.4827 0.458
H 3.8623 -2.8845 -2.0382 0.404
C 2.3876 -4.4032 1.2072 -1.285
H 2.3407 -4.1034 2.2589 0.414
H 2.9581 -5.3346 1.1198 0.450
H 1.3717 -4.5508 0.8303 0.358
H -1.8654 0.7682 -0.7531 0.675
C 2.3305 3.4753 7.1713 -1.216
N 1.8552 2.6072 6.1150 -0.024
N 1.0659 3.0442 5.0972 0.587
C 0.5530 1.9420 4.4479 0.465
O -0.0425 1.9973 3.3143 -0.627
C 0.9267 0.8161 5.2261 -1.186
C 1.7533 1.2671 6.2232 0.725
C 2.4810 0.5315 7.2723 -1.515
C 1.1990 4.3550 4.5628 0.292
C 2.4326 5.0045 4.6327 0.318
C 2.5666 6.2859 4.0935 -0.920
C 1.4760 6.8806 3.4470 -0.516
C 0.2563 6.1970 3.3363 -0.710
C 0.1103 4.9364 3.9082 -0.545
H 2.1296 4.5241 6.9457 0.542
H 3.4144 3.3237 7.2844 0.383
H 1.8287 3.2072 8.1149 0.360
H 0.6400 -0.2022 5.0199 0.568
H 3.5294 0.8497 7.3466 0.348
H 2.0144 0.6592 8.2594 0.330
H 2.4653 -0.5372 7.0204 0.377
H 3.2805 4.5082 5.1014 0.598
H 3.5251 6.8016 4.1807 0.409
H 1.5782 7.8821 3.0185 0.416
H -0.5879 6.6403 2.8054 0.456
H -0.8302 4.3851 3.8505 0.454
```

4.
The following is a quantum chemistry calculation of a structure of composition C40H49N8OSSn, from the Open Molecules 2025 dataset.

For the LUMO energy, the calculation gives 2.32 eV. For the HOMO energy, the calculation gives -2.32 eV. The energy relative to the best compared isomer or geometry (same formula, charge and spin) comes out at 1.0703 eV. The orbital gap is 4.638 eV. Its multiplicity is 1. Its charge is -1.

```
100
Properties=species:S:1:pos:R:3:mulliken_charge:R:1
Sn -0.2444 -0.7559 0.5470 -0.106
C 1.4679 2.8867 1.6433 0.587
C 0.4581 2.4732 2.5425 0.927
C 0.9494 1.3831 3.2846 -0.076
C 2.2556 1.1019 2.8275 1.495
C 2.5832 2.0475 1.8283 -0.311
C 3.9071 2.2167 1.1463 -1.250
C 3.1749 0.0543 3.3896 -1.676
C 0.2162 0.6448 4.3652 -1.562
C -0.8731 3.1359 2.7411 -1.498
C 1.3856 4.0245 0.6673 -1.017
H 4.5222 3.0113 1.5923 0.326
H 3.7998 2.4877 0.0888 0.286
H 4.5077 1.3015 1.1828 0.277
H 3.6743 0.3665 4.3176 0.358
H 3.9691 -0.2071 2.6813 0.277
H 2.6413 -0.8727 3.6222 0.217
H 0.2787 1.1333 5.3469 0.275
H 0.6135 -0.3665 4.4925 0.313
H -0.8469 0.5279 4.1324 0.258
H -0.8276 4.0118 3.4036 0.265
H -1.5899 2.4457 3.1961 0.360
H -1.3063 3.4808 1.7938 0.150
H 2.0899 4.8382 0.8881 0.314
H 0.3835 4.4634 0.6613 0.190
H 1.5996 3.7151 -0.3691 0.089
C -1.8681 -5.2433 2.4054 -1.021
N -2.5436 -4.2753 1.5758 0.236
C -2.8181 -4.4564 0.2325 -0.629
C -3.4336 -3.3522 -0.2001 -0.287
N -3.5441 -2.4849 0.8822 0.513
C -2.9949 -3.0635 2.0106 0.042
S -2.9851 -2.5341 3.5929 -0.412
C -3.9512 -1.1357 0.7126 0.272
C -4.9045 -0.8255 -0.2557 -0.918
C -5.2300 0.5061 -0.4281 -0.541
C -4.6057 1.4682 0.3535 -0.508
C -3.6666 1.0433 1.2799 0.074
N -3.3492 -0.2358 1.4553 0.227
H -2.3003 -6.2315 2.2457 0.369
H -2.0025 -4.9438 3.4426 0.324
H -0.8025 -5.2687 2.1686 0.278
H -2.5037 -5.3335 -0.3020 0.436
H -3.7229 -3.0710 -1.1920 0.238
H -5.3846 -1.5934 -0.8439 0.515
H -5.9701 0.7860 -1.1684 0.407
H -4.8313 2.5211 0.2488 0.510
H -3.1196 1.7504 1.8895 -0.188
C 3.3262 0.9873 -2.0923 -0.594
C 2.2649 0.8498 -1.1822 -1.107
N 2.1447 -0.1791 -0.3787 2.128
C 3.0912 -1.1380 -0.4059 -1.228
C 4.1861 -1.0915 -1.2741 1.771
C 4.2829 0.0109 -2.1394 -1.514
C 5.1470 -2.1645 -1.2722 -0.963
C 5.0119 -3.2154 -0.4417 -1.079
C 3.9027 -3.2909 0.4736 1.042
C 3.7251 -4.3563 1.3717 -0.840
C 2.6508 -4.3549 2.2217 -1.025
C 1.7472 -3.2812 2.1576 -0.799
N 1.8916 -2.2821 1.3213 0.826
C 2.9489 -2.2676 0.4931 -0.201
H 3.3768 1.8580 -2.7321 0.465
H 1.4886 1.6025 -1.1003 -0.021
H 5.1174 0.0769 -2.8282 0.392
H 5.9817 -2.1088 -1.9611 0.416
H 5.7355 -4.0221 -0.4467 0.399
H 4.4463 -5.1658 1.3853 0.414
H 2.4935 -5.1536 2.9344 0.470
H 0.8797 -3.2329 2.8110 0.673
N -1.0677 2.0174 -0.6278 0.274
C -1.3346 2.5667 -1.6050 -0.498
N -1.6463 3.2075 -2.7377 -0.025
C -3.0725 3.4903 -2.9311 -0.592
C -3.4569 4.7595 -2.1911 -0.397
O -2.6344 5.8447 -2.5880 -0.454
C -1.2654 5.5839 -2.3076 -0.409
C -0.7922 4.3568 -3.0646 -0.563
H -3.6495 2.6363 -2.5763 0.341
H -3.2403 3.6130 -4.0033 0.326
H -3.3643 4.5986 -1.1083 0.261
H -4.4840 5.0455 -2.4186 0.378
H -1.1249 5.4275 -1.2299 0.241
H -0.7090 6.4706 -2.6094 0.387
H 0.2392 4.1147 -2.8112 0.307
H -0.8668 4.5223 -4.1417 0.356
C 0.8150 -2.8568 -2.5685 -1.464
C -0.4760 -2.0296 -2.4231 1.853
C -0.3377 -0.7630 -3.2914 -1.244
C -1.6256 -2.8650 -3.0157 -1.808
N -0.7551 -1.6855 -1.0665 0.245
H 0.9918 -3.1736 -3.6032 0.464
H 0.7498 -3.7441 -1.9339 0.286
H 1.6745 -2.2676 -2.2442 0.077
H -0.1876 -0.9969 -4.3525 0.441
H 0.5097 -0.1686 -2.9432 0.073
H -1.2401 -0.1567 -3.1839 0.161
H -1.4421 -3.1336 -4.0619 0.447
H -2.5543 -2.2906 -2.9603 0.257
H -1.7509 -3.7804 -2.4339 0.252
```

no.,E_tot (Eh)
1,-5068.96750
2,-5160.22186
3,-4232.67985
4,-2679.36543